No. 1
Computed, not measured: a structure of composition C17H27B2MnN8O33, with ωB97M-V/def2-TZVPD.

Summary:
Net charge: -1
2S+1: 6
Gap between HOMO and LUMO (alpha / beta) (eV): 6.5 / 6.6
HOMO energy (alpha / beta) (eV): -6.175 / -6.243
Energy (eV): -130217.3352

Each line ends with the Mulliken charge.
CARTESIAN COORDINATES (ANGSTROEM)
1 Mn 0.14673 0.43477 0.13183  1.14
2 O -0.43016 -5.24818 -6.37189  -0.67
3 C -0.87622 -4.53710 -5.40253  0.30
4 O -0.79624 -3.20209 -5.30389  -0.52
5 B -1.32811 -2.74497 -4.00830  0.94
6 O -2.03907 -3.94341 -3.50010  0.00
7 C -1.70795 -5.02547 -4.18731  0.65
8 O -2.23415 -6.12848 -4.03606  -0.56
9 O -2.19376 -1.60184 -4.14824  -0.58
10 C -1.81818 -0.64807 -3.23415  0.50
11 O -2.40362 0.37605 -2.97029  -0.58
12 C -0.48920 -1.13212 -2.65258  0.56
13 O -0.18050 -2.31209 -3.15963  -0.57
14 O 0.12372 -0.49549 -1.82267  -0.37
15 O 0.40922 -1.57620 0.79256  0.08
16 C 0.16460 -2.82375 0.76628  0.22
17 O -0.96356 -3.51879 0.67604  0.05
18 B -0.70676 -4.98004 0.63625  0.69
19 O 0.73867 -4.99744 1.02791  -0.65
20 C 1.27271 -3.82086 0.94195  0.35
21 O 2.47263 -3.64814 1.10797  -0.67
22 O -1.44889 -5.88614 1.57450  -0.49
23 C -2.16882 -6.75137 0.86548  0.50
24 O -3.12974 -7.46604 1.22626  -0.63
25 C -1.70784 -6.57530 -0.62861  0.58
26 O -0.86046 -5.63533 -0.71086  -0.35
27 O -2.22855 -7.13964 -1.61295  -0.59
28 C -3.19001 0.48495 0.52359  -0.80
29 O -1.83569 0.42195 0.80049  -0.46
30 H -3.65378 -0.50069 0.48441  -0.08
31 H -3.74445 1.09931 1.23300  0.35
32 H -3.42720 0.98626 -0.41476  0.18
33 C 4.76840 0.24948 3.11688  -0.98
34 N 3.86656 -0.19250 1.98843  0.97
35 O 4.43717 -0.71852 1.01625  -0.59
36 O 2.66975 -0.09096 2.16173  -0.33
37 H 4.12558 0.82229 3.78530  0.29
38 H 5.69454 0.68526 2.74212  0.29
39 H 4.87809 -0.70491 3.63187  0.38
40 C 4.59684 4.84824 1.83188  -0.92
41 N 4.31944 3.47329 1.48398  0.72
42 O 5.23938 2.76565 1.02808  -0.54
43 O 3.20170 2.95669 1.67252  -0.17
44 H 4.73947 5.52834 0.99211  0.27
45 H 5.51107 4.86736 2.42509  0.35
46 H 3.72768 5.25175 2.35136  0.31
47 C -2.74316 -0.64612 3.97786  -0.17
48 N -3.78427 -0.25349 5.02563  0.84
49 O -4.26605 -1.10383 5.76654  -0.54
50 O -4.23734 0.89561 4.98390  -0.55
51 H -2.31079 -1.62760 4.17240  0.26
52 H -2.00356 0.14832 3.87810  0.05
53 H -3.39330 -0.78937 3.11477  0.12
54 C -0.56469 3.50996 2.83819  -0.82
55 N 0.39747 2.35682 2.60024  0.61
56 O 0.96261 1.86613 3.55639  -0.48
57 O 0.57348 1.98808 1.46639  0.28
58 H 0.00135 4.18867 3.47620  0.35
59 H -1.52099 3.25819 3.29668  0.25
60 H -0.84532 4.00786 1.91005  0.19
61 C 4.44098 0.87747 -1.88911  -0.82
62 N 3.03290 1.41878 -1.53533  0.77
63 O 2.55508 2.42676 -2.04613  -0.50
64 O 2.31112 0.75710 -0.72671  -0.33
65 H 4.89843 0.50422 -0.97286  0.21
66 H 5.08453 1.69460 -2.21506  0.31
67 H 4.36224 0.19272 -2.73352  0.32
68 C 0.94752 6.77630 -0.37754  -0.83
69 N 1.67533 5.59782 -1.01981  0.81
70 O 1.72701 5.57491 -2.22088  -0.55
71 O 2.08388 4.75939 -0.24666  -0.31
72 H 1.07848 6.66894 0.69923  0.29
73 H -0.09409 6.83202 -0.69380  0.26
74 H 1.34683 7.67084 -0.85549  0.35
75 C -3.87950 -3.17742 -0.35096  -0.29
76 N -4.68562 -3.77567 -1.38894  1.03
77 O -4.50566 -4.96925 -1.71377  -0.51
78 O -5.51033 -3.05079 -1.91234  -0.63
79 H -4.50649 -2.59505 0.32419  0.44
80 H -3.21237 -2.44674 -0.80829  -0.10
81 H -3.32048 -3.89323 0.25172  -0.05
82 C -0.44856 3.40879 -2.99775  -0.99
83 N -0.60752 3.18509 -1.54701  0.86
84 O -1.00740 4.03963 -0.75304  -0.53
85 O -0.26150 2.09469 -1.12400  -0.12
86 H 0.53498 3.13193 -3.37733  0.29
87 H -0.63312 4.46824 -3.17553  0.36
88 H -1.21318 2.82300 -3.50795  0.30

***

No. 2
Computed, not measured: a structure of composition C40H82B3NO13S6, with ωB97M-V/def2-TZVPD.

Summary:
Gap between HOMO and LUMO (eV): 7.9
HOMO energy (eV): -8.144
Energy (eV): -137959.7419

Each line ends with the Mulliken charge.
CARTESIAN COORDINATES (ANGSTROEM)
1 C 3.23913 -2.89568 -1.40384  1.32
2 C 4.34746 -2.55300 -2.47899  -0.37
3 C 4.92049 -3.85431 -3.17805  -0.87
4 C 4.29190 -3.83127 -4.59740  -1.03
5 C 2.84343 -4.45802 -4.54837  -0.73
6 C 1.84327 -3.24643 -4.66767  -0.20
7 C 0.52449 -3.48767 -3.82500  0.33
8 C -0.70091 -3.01751 -4.68341  -1.28
9 N -1.76065 -2.48102 -3.80772  0.88
10 C -3.00519 -2.15415 -4.54312  -0.97
11 C -3.76977 -3.39972 -5.09785  -0.94
12 C -4.71371 -4.04591 -3.99001  -0.28
13 C -6.05545 -3.19407 -3.99745  -0.79
14 C -6.58976 -2.85211 -2.55326  -0.66
15 C -7.78672 -3.77420 -2.11391  -0.51
16 C -8.63177 -3.10824 -0.95484  -0.46
17 C -8.36579 -3.78249 0.46499  -1.01
18 C -1.32613 -1.29959 -3.09484  -0.20
19 S -2.12563 -0.76487 -1.72333  -0.26
20 S 0.14154 -0.27580 -3.61482  -0.20
21 C 1.44674 -0.64945 -2.30793  2.28
22 C 2.20614 0.69652 -1.85761  -0.87
23 C 1.09290 1.76048 -1.47399  -0.40
24 B 1.55184 2.83720 -0.35667  0.88
25 O 2.89774 3.22978 -0.04424  -0.36
26 B 2.75012 4.56037 0.51218  0.42
27 O 1.83379 5.47849 -0.10978  -0.37
28 B 0.55720 4.84372 -0.18634  0.39
29 O -0.52565 5.46217 -0.80996  -0.49
30 C -1.39786 4.52318 -1.46451  0.30
31 C -2.23441 5.19848 -2.60816  -0.57
32 O -3.36661 5.89609 -2.11615  -0.34
33 C -4.47219 5.82840 -3.01201  -0.25
34 C -4.12497 6.14390 -4.51492  -0.97
35 O 0.51053 3.52868 0.37867  -0.17
36 H 3.38267 -3.91737 -0.97937  0.74
37 H 3.26095 -2.16030 -0.57860  -1.31
38 H 2.22492 -2.80214 -1.85937  -0.70
39 H 3.95526 -1.84533 -3.24437  0.36
40 H 5.20378 -2.10171 -1.91283  0.49
41 H 4.54667 -4.75493 -2.64163  0.39
42 H 6.03617 -3.83504 -3.16307  0.31
43 H 4.28092 -2.79216 -5.01407  0.50
44 H 4.93294 -4.42098 -5.29920  0.40
45 H 2.72955 -5.09286 -5.46510  0.42
46 H 2.65664 -5.06405 -3.63603  0.39
47 H 2.36265 -2.34842 -4.25106  -0.18
48 H 1.64172 -3.05272 -5.75037  0.49
49 H 0.55790 -2.95032 -2.85297  -0.56
50 H 0.41772 -4.57419 -3.58054  0.61
51 H -0.39695 -2.27550 -5.47310  0.33
52 H -1.04488 -3.91105 -5.26432  0.24
53 H -3.73020 -1.59908 -3.89526  0.55
54 H -2.77300 -1.44799 -5.39094  0.26
55 H -4.46003 -3.02080 -5.89855  0.47
56 H -3.13006 -4.16684 -5.58693  0.43
57 H -4.19901 -4.02730 -3.00410  0.06
58 H -4.92573 -5.09512 -4.29483  0.44
59 H -5.85839 -2.21007 -4.50214  0.38
60 H -6.82897 -3.69036 -4.64055  0.36
61 H -5.74427 -2.89064 -1.83077  0.15
62 H -6.96166 -1.79645 -2.58929  0.42
63 H -7.33561 -4.71164 -1.70447  0.20
64 H -8.46909 -3.99446 -2.96539  0.33
65 H -8.38440 -2.02581 -0.87460  0.31
66 H -9.73446 -3.18529 -1.12038  0.34
67 H -7.64028 -3.15389 1.02883  0.23
68 H -9.33018 -3.81671 1.03167  0.30
69 H -7.98169 -4.82262 0.35426  0.31
70 H 2.16097 -1.43257 -2.64180  -2.30
71 H 0.87569 -1.01088 -1.41567  0.06
72 H 2.84923 1.07593 -2.68214  0.40
73 H 2.78221 0.42950 -0.94419  0.01
74 H 0.84141 2.31480 -2.41117  0.40
75 H 0.21284 1.19729 -1.06858  0.12
76 H 3.32395 4.90873 1.48231  -0.20
77 H -2.07454 3.98142 -0.75601  0.21
78 H -0.78791 3.73533 -1.98115  -0.31
79 H -1.56183 5.85221 -3.22072  0.20
80 H -2.53082 4.35161 -3.28793  0.34
81 H -4.95097 4.81856 -2.95276  0.24
82 H -5.22059 6.59653 -2.69383  0.34
83 H -5.04628 6.53264 -5.02000  0.35
84 H -3.34575 6.93012 -4.61794  0.29
85 H -3.81138 5.21344 -5.05295  0.27
86 C 2.29603 -0.36005 3.82428  0.03
87 C 2.88026 -1.55624 4.59684  -0.77
88 C 3.07834 -2.69363 3.58513  -0.68
89 S 3.34195 -1.89725 2.00597  1.43
90 O 2.22723 -2.21333 1.14566  -0.56
91 O 4.71471 -2.08892 1.59898  -0.83
92 C 3.13402 -0.23234 2.57175  0.06
93 H 2.31968 0.55433 4.40599  -0.13
94 H 1.25388 -0.56505 3.55983  0.34
95 H 3.84311 -1.27499 5.03157  0.29
96 H 2.23103 -1.86579 5.41658  0.41
97 H 3.94176 -3.31143 3.82633  0.40
98 H 2.18806 -3.31716 3.50532  0.17
99 H 2.65488 0.36022 1.79422  -0.43
100 H 4.12194 0.17153 2.79738  0.44
101 C -1.90286 -4.30020 2.04008  -0.76
102 C -1.25393 -5.68656 2.09873  -0.50
103 C -1.48926 -6.36043 0.74346  -0.85
104 S -1.62361 -5.03627 -0.45656  1.25
105 O -2.96679 -5.03075 -0.98633  -0.70
106 O -0.46170 -5.05029 -1.31382  -0.67
107 C -1.46815 -3.69496 0.71049  0.02
108 H -1.60099 -3.67564 2.88151  0.37
109 H -2.99155 -4.40066 2.06705  0.34
110 H -0.18015 -5.57847 2.27480  0.17
111 H -1.65967 -6.28866 2.91281  0.38
112 H -0.66244 -7.01243 0.46726  0.36
113 H -2.42393 -6.92068 0.73143  0.34
114 H -2.08751 -2.85732 0.39418  0.13
115 H -0.41837 -3.39776 0.73736  -0.02
116 C 4.26805 6.78045 4.84010  -1.01
117 C 4.82619 5.63941 3.98149  0.23
118 C 6.16183 5.20617 4.61817  -0.92
119 S 6.03328 5.58701 6.37001  1.13
120 O 6.98715 6.61920 6.68960  -0.68
121 O 5.96305 4.35768 7.12132  -0.67
122 C 4.40581 6.32462 6.28918  -0.18
123 H 3.23096 7.00280 4.58725  0.36
124 H 4.85796 7.68691 4.67941  0.46
125 H 4.12162 4.80382 3.98697  -0.17
126 H 4.96103 5.94514 2.94392  0.55
127 H 6.34564 4.14105 4.49499  0.40
128 H 6.99864 5.77587 4.21460  0.39
129 H 4.33711 7.14087 7.00574  0.61
130 H 3.67694 5.55298 6.52835  -0.90
131 C -0.43345 4.40264 5.72971  -0.76
132 C 0.49902 5.25628 6.58529  -0.75
133 C 1.78042 4.47475 6.79228  -0.29
134 S 1.94921 3.40216 5.36521  1.21
135 O 1.83937 2.03000 5.81044  -0.80
136 O 3.04604 3.85168 4.54731  -0.88
137 C 0.42079 3.87712 4.58562  -0.56
138 H -1.28297 4.97455 5.36325  0.41
139 H -0.81832 3.56845 6.32320  0.33
140 H 0.71847 6.18840 6.06095  0.29
141 H 0.04226 5.51713 7.54034  0.41
142 H 2.64603 5.13191 6.85472  0.37
143 H 1.72795 3.84486 7.68000  0.54
144 H -0.02023 3.02046 4.07822  0.38
145 H 0.65081 4.67434 3.85833  0.31

***

No. 3
Computed, not measured: a cluster of 2 separate species, C11H15N in total, with ωB97M-V/def2-TZVPD.

Summary:
Energy above the lowest of the compared OMol25 structures with the same formula, charge and spin (kcal/mol): 24.6
Net charge: -1
2S+1: 2
Gap between HOMO and LUMO (alpha / beta) (eV): 2.8 / 6.1
HOMO energy (alpha / beta) (eV): 0.690 / -2.645
Energy (eV): -13138.4971

Each line ends with the natural charge from an NBO analysis.
CARTESIAN COORDINATES (ANGSTROEM)
1 C 1.04192 -0.98725 -2.97243  -0.59
2 C -0.04328 -1.83571 -3.70466  -0.63
3 H 0.66469 -0.09537 -2.49271  0.21
4 H 1.67827 -1.60183 -2.33402  0.21
5 H 1.79697 -0.73903 -3.74447  0.18
6 H 0.40177 -2.69439 -4.18891  0.20
7 H -0.69531 -1.13653 -4.22655  0.20
8 H -0.71796 -2.17121 -2.91015  0.20
9 C -0.74982 1.30101 -1.15487  -0.60
10 C -0.07176 0.57832 1.22347  -0.06
11 C -0.94888 1.24214 0.31826  -0.16
12 C -0.60935 0.66926 2.56507  0.14
13 C -2.04920 1.62796 1.05622  -0.16
14 C 1.09250 -0.18073 0.97562  -0.42
15 C 1.77147 -0.64788 2.12962  -0.25
16 C 1.30738 -0.39846 3.39006  -0.30
17 C -0.01023 0.14100 3.69365  -0.44
18 N -1.82107 1.35838 2.38896  -0.56
19 H 1.26062 -0.31420 -0.08868  0.18
20 H 2.70133 -1.20383 1.99829  0.18
21 H 1.92300 -0.60765 4.26018  0.17
22 H -0.22741 2.20393 -1.48651  0.19
23 H -1.69117 1.34466 -1.72838  0.19
24 H -2.92741 2.18632 0.75640  0.17
25 H -2.43799 1.47017 3.17274  0.38
26 H -0.44560 0.04087 4.68121  0.18
27 H -0.19348 0.45007 -1.57738  0.19